134
Properties=species:S:1:pos:R:3 method="wB97M-V/def2-TZVPD" fmax_ha_per_bohr=0.067 lumo_ev=-1.30 smiles="O=C1c2c([PH2]=S)c(CCCF)c(CCCNCc3ccccc3O)c(S(=O)(=O)C(F)(F)F)c2C(=O)N1P(O)Cl.ClCCCl.ClCCCl.ClCCCl.ClCCCl.ClCCCl.ClCCCl.ClCCCl.ClCCCl.ClCCCl" homo_lumo_gap_ev=7.21 charge=0 total_energy_ev=-346746.8468
Cl 1.44336 1.21400 6.65470
Cl 3.99928 1.07503 8.54383
Cl 5.98538 -0.54371 10.78842
Cl -8.04214 -0.73261 -11.61453
Cl -1.52217 2.23463 3.15135
Cl 6.90815 -3.26012 -1.22092
Cl 0.02873 5.49198 13.75302
Cl 5.79274 -5.76864 -3.20896
Cl 1.97221 4.93711 11.01030
Cl -3.48847 0.63584 -7.41147
Cl -9.17979 0.54333 -8.67382
Cl 3.15374 -8.02676 4.02104
Cl 0.52457 -0.78179 1.91272
Cl -2.67648 2.55057 6.33343
Cl -4.63836 0.89638 -4.21797
Cl -11.23245 0.45813 -11.78109
Cl 4.73684 -5.88922 1.89635
Cl 0.44255 4.26849 7.78027
Cl -7.54304 -0.57108 -5.91558
S 3.78031 3.03862 -0.67744
S 1.40240 -3.87501 0.28885
P 1.70288 0.39407 3.21215
P 3.29007 -3.40276 -0.01473
F 1.18092 3.45137 -0.28539
F 1.80988 3.68186 -2.39764
F 2.33853 5.13684 -0.94013
F 2.65177 -3.45119 -4.96704
O 4.16329 3.66462 0.55273
O 4.12699 -2.11310 2.80716
O 1.51525 1.95965 2.70077
O 4.78256 1.97505 2.50068
O -2.53996 0.35461 1.29721
O 4.71367 3.37305 -1.72841
N 3.40802 0.13455 2.88064
N -0.68350 1.01266 -2.56460
C 3.37425 0.42904 -1.73114
C 1.82434 -2.77890 -2.84809
C -3.25329 3.42615 4.89368
C 3.79874 -1.11162 2.25930
C -2.58383 0.23297 -1.14209
C 3.27983 -0.98320 -1.62050
C -5.16665 0.98534 -6.90082
C -3.19550 2.57680 3.64895
C 3.64188 -0.78165 0.76419
C 4.41224 -6.83884 4.44187
C 3.63790 1.25509 -0.59405
C 3.05626 -1.82968 -2.87236
C -5.21200 1.81282 -5.64158
C 1.45862 -3.09158 -4.31982
C 7.15914 -5.00770 -0.97283
C -4.16309 -1.01723 0.25746
C -1.39045 1.17209 -1.27353
C -9.17629 -1.11806 -8.03517
C -4.78669 -1.57588 -0.86747
C -8.82792 0.04043 -13.01455
C 2.09275 2.80086 6.16933
C 3.78453 0.62404 0.63937
C -4.31562 -1.18579 -2.13222
C 1.64703 0.96770 -3.50936
C 4.10500 1.11419 2.06400
C 4.31738 -5.58800 3.60575
C -9.11621 -1.14708 -6.52908
C 0.74511 0.76873 -2.28400
C 2.09325 3.79172 7.30622
C 0.44234 5.84497 11.07108
C 3.39809 -1.59999 -0.34026
C 4.36696 -1.04182 10.23206
C -3.08667 -0.13520 0.11645
C 7.31382 -5.74350 -2.27859
C 4.12441 -0.68152 8.78777
C -9.79657 1.12068 -12.60308
C 2.14159 3.83409 -1.12416
C -3.24233 -0.30286 -2.26204
C 3.17853 1.05356 -3.10163
C 0.27277 6.59104 12.37078
H 4.30917 -2.12246 10.35515
H -0.60819 7.22897 12.31488
H -5.60530 -2.28060 -0.74736
H -8.03351 0.47049 -13.62302
H 0.97970 -2.24444 -4.82196
H 0.83188 -0.24448 -1.86750
H -6.23944 2.11174 -5.43645
H 5.38043 -7.32158 4.32932
H -3.67065 3.10062 2.82065
H 3.00210 -1.24997 -3.79272
H 1.50460 3.16037 5.32725
H -1.76232 2.20259 -1.17501
H -10.09612 -1.59068 -8.37701
H 3.63048 -0.58104 10.88624
H 1.49784 0.15347 -4.22495
H -2.65711 4.32979 4.78784
H 1.37756 1.93148 -3.96073
H 2.61050 4.70054 7.00193
H 0.84701 -4.00137 -4.34883
H 0.85481 2.00934 1.99266
H 3.31724 -5.16027 3.63433
H 4.27275 -6.58671 5.49198
H 2.08124 -3.75210 -2.42017
H -9.32174 -0.73518 -13.59523
H 3.11438 2.63296 5.82690
H -4.81780 -1.61928 -2.99591
H -0.69171 1.94840 -2.96509
H 0.94603 -2.36972 -2.34000
H -0.72412 0.94833 -0.42461
H 1.02951 1.46863 -1.48209
H 1.13650 7.21533 12.58753
H -10.15405 1.64820 -13.48627
H -0.37128 5.14318 10.90327
H -4.28493 3.71572 5.08970
H 2.59033 3.39402 8.18691
H -4.60598 2.71182 -5.73179
H -9.24169 -2.16931 -6.17463
H -2.87359 -0.01086 -3.23086
H 3.73670 0.48687 -3.85219
H -8.33486 -1.64594 -8.47929
H 0.46082 6.55067 10.24162
H 3.93919 -3.66619 1.19847
H -9.89657 -0.53350 -6.08516
H 8.08326 -5.29424 -2.90218
H 3.94893 -2.46912 -2.97302
H -9.32965 1.84229 -11.93639
H -5.69104 0.03224 -6.77517
H 4.91763 -1.05516 8.14427
H 3.18044 -1.11357 8.45435
H -4.53170 -1.30053 1.24217
H -3.70326 1.62520 3.78722
H 6.32054 -5.39161 -0.39703
H 3.47693 2.09866 -3.15698
H 8.06218 -5.11706 -0.37417
H 7.58757 -6.77984 -2.08639
H 3.79469 -4.17067 -1.08649
H 5.01870 -4.84181 3.97648
H -5.63915 1.52924 -7.71828
H -1.61721 0.07952 1.36811

=====

16
Properties=species:S:1:pos:R:3 method="wB97M-V/def2-TZVPD" fmax_ha_per_bohr=0.063 multiplicity=7 lumo_ev="-5.98 / -5.84" de_lowest_kcal_mol=20.1 homo_lumo_gap_ev="6.89 / 7.02" charge=+1 total_energy_ev=-34410.9877
Sm 4.74115 0.37660 1.35621
O -2.76923 0.41225 -0.50768
O 2.61821 -1.03308 0.46849
O -2.05299 2.30654 0.46661
O 2.65255 1.04122 -0.25051
O -0.58865 0.88231 -0.21190
O 1.13956 -0.44808 -1.05547
C 2.15828 -0.11362 -0.25697
C -1.88080 1.17562 -0.19773
C -0.21252 -0.47720 -0.63477
C -0.67041 -1.46777 0.39365
H -0.37272 -2.48578 0.12617
H -1.69689 -1.43803 0.77230
H -2.25993 3.01572 -0.15601
H -0.73367 -0.67177 -1.57943
H -0.07195 -1.07492 1.26706

=====

Here are the calculated molar mass numbers, same order: 1539.601, 299.438 (g mol⁻¹).